Molecular formula: C4H11INO
Method: DFT, ωB97M-V/def2-TZVPD

ORCA input file:
```
! RIJCOSX wB97M-V def2-TZVPD def2/J DEFGRID3
* xyz 1 1
C -0.79521 -0.82083 -0.83721
C -2.31265 0.66576 0.60676
C -0.85334 0.24868 0.33475
C 2.66111 -1.48720 0.18335
N 0.00827 1.33104 -0.19348
O 3.48924 -2.35301 0.34947
I 3.52921 0.47246 -0.20041
H -1.67227 -0.69744 -1.55124
H 0.19677 -0.61564 -1.39150
H -0.75942 -1.72044 -0.28815
H -2.51109 1.11558 1.57841
H -3.05631 -0.13923 0.62387
H -2.78579 1.50881 -0.03623
H -0.26888 -0.26274 1.22820
H -0.43331 2.04886 -0.73119
H 0.30318 2.04501 0.47906
H 0.82737 0.98568 -0.58998
H 4.43312 -2.32535 0.43553
*
```

For the highest occupied orbital energy, the calculation gives -0.456 Ha. Its total energy is -586.321859 Eh. The maximum force is 4.2 eV Å⁻¹. The value obtained for the relative energy (zero: lowest compared OMol25 entry of this formula, charge and spin) is 77.8 kcal per mole.


Molecular formula: C5H15NO2
Method: DFT, ωB97M-V/def2-TZVPD

ORCA input file:
```
! RIJCOSX wB97M-V def2-TZVPD def2/J DEFGRID3
* xyz 0 1
C 1.02066 -1.40021 -0.37759
C -0.24123 -0.66208 -0.76868
C -1.26609 -0.74957 0.38173
C 0.03978 0.83330 -1.14048
N 0.63211 0.89656 -2.47092
C 0.87704 1.58025 -0.11654
O 0.12527 2.09401 0.97700
H 1.55776 -1.07264 0.51910
H 1.77097 -1.40643 -1.17427
H 0.79634 -2.46086 -0.23454
H -0.64012 -1.09477 -1.68978
H -2.19440 -0.28363 0.09111
H -0.85076 -0.26382 1.25812
H -1.36264 -1.81640 0.59227
H -0.93765 1.34433 -1.09464
H -0.07189 1.11323 -3.17256
H 1.39866 1.56129 -2.55386
H 1.69623 0.99387 0.31155
H 1.43368 2.41120 -0.60523
H -0.75729 2.32169 0.67135
O -1.16790 -1.09281 3.84452
H -1.61249 -1.53240 3.10731
H -0.24603 -1.31411 3.64503
*
```

For the highest occupied orbital energy, the calculation gives -0.346 Ha. Its total energy is -404.716536 Eh. The maximum force is 1.4 eV Å⁻¹. The value obtained for the relative energy (zero: lowest compared OMol25 entry of this formula, charge and spin) is 24.2 kcal per mole. The SMILES is CC(C)[C@H](N)CO.O.


Molecular formula: C5H10O
Method: DFT, ωB97M-V/def2-TZVPD

ORCA input file:
```
! RIJCOSX wB97M-V def2-TZVPD def2/J DEFGRID3
* xyz 0 1
C 1.40939 -0.98303 0.04647
C 0.43507 -0.03815 0.74246
C -1.06570 -0.09694 0.58349
C -1.16014 1.15060 0.07876
C 0.32361 1.42242 0.20280
H 1.22745 -2.03051 0.31176
H 1.37115 -0.89148 -1.04653
H 2.43668 -0.73750 0.34368
H 0.62695 -0.05624 1.81921
H -1.77514 -0.82270 0.96805
H -2.01415 1.80694 -0.03736
H 0.54020 2.17777 0.96199
H 0.91821 1.64380 -0.69267
O -1.42224 -1.04372 -1.38866
H -1.28448 -0.05821 -1.30786
H -0.56688 -1.44306 -1.58558
*
```

For the highest occupied orbital energy, the calculation gives -0.321 Ha. Its total energy is -271.653464 Eh. The maximum force is 1.7 eV Å⁻¹. The value obtained for the relative energy (zero: lowest compared OMol25 entry of this formula, charge and spin) is 62.2 kcal per mole. The SMILES is C[C@@H]1C=CC1.O.